C16H27NO5P | the ωB97M-V functional and the def2-TZVPD basis

Geometry as XYZ:
```
50
Properties=species:S:1:pos:R:3:forces:R:3
O 4.8889 1.5315 1.0728 0.0 -0.1 0.1
C 4.6301 2.6034 0.5732 0.0 0.0 0.0
C 5.6235 3.6924 0.4776 0.2 0.2 0.0
C 5.3520 4.8052 -0.2000 0.2 -0.1 0.1
C 4.0649 4.9856 -0.9055 0.0 0.1 -0.1
O 3.8844 5.9082 -1.6695 0.0 0.0 0.1
C 2.9907 3.9765 -0.6609 -0.1 -0.2 0.0
C 1.6443 4.2726 -1.2650 0.2 0.0 -0.1
P 0.2629 3.9288 -0.1503 0.3 0.1 1.0
O 0.6183 3.9672 1.2747 0.1 0.1 -0.3
O -0.3540 2.5278 -0.6089 -0.2 -0.3 -0.5
O -0.9006 4.9381 -0.5333 0.1 -0.1 -0.1
C 3.2867 2.8734 0.0254 -0.3 0.1 -0.1
H 6.5735 3.5367 0.9737 0.0 -0.1 0.0
H 6.0702 5.6110 -0.2816 -0.1 0.0 -0.1
H 1.5315 3.7337 -2.2101 -0.1 0.0 0.0
H 1.5986 5.3296 -1.5345 0.0 0.0 0.0
H 0.3543 1.8985 -0.7918 -0.1 0.0 0.0
H -0.8490 5.6638 0.1096 -0.3 0.0 -0.1
H 2.5433 2.1134 0.2395 0.0 -0.1 0.0
C -5.0176 -3.8131 0.2787 0.1 0.0 0.0
C -3.6632 -4.3292 -0.2163 -0.2 0.1 0.1
C -2.4578 -3.9879 0.6547 0.0 -0.1 -0.1
N -1.7571 -2.6717 0.3903 0.0 0.0 0.1
C -1.0974 -2.7136 -0.9646 0.0 0.1 -0.1
C -0.2037 -1.5137 -1.2167 0.1 0.1 0.1
C 0.8594 -1.3726 -0.1311 0.0 0.0 0.0
C 0.2218 -1.3396 1.2533 0.0 0.1 -0.1
C -0.7007 -2.5250 1.4646 0.1 0.1 0.0
C -2.7278 -1.5428 0.4735 0.1 0.0 -0.1
H -5.1642 -2.7483 0.1066 0.0 0.0 0.0
H -5.8209 -4.3306 -0.2422 0.0 0.0 0.0
H -5.1418 -4.0042 1.3456 0.0 0.0 0.0
H -3.4992 -4.0411 -1.2556 0.0 0.0 0.0
H -3.7100 -5.4191 -0.2233 0.1 0.0 0.0
H -1.6807 -4.7410 0.5307 0.0 0.0 0.0
H -2.7440 -3.9703 1.7066 0.0 0.0 0.0
H -0.5189 -3.6378 -0.9929 0.0 0.0 0.0
H -1.8896 -2.7747 -1.7061 0.0 0.0 0.0
H 0.2681 -1.6405 -2.1912 -0.1 -0.1 0.0
H -0.8049 -0.6030 -1.2859 0.0 0.0 0.0
H 1.4418 -0.4654 -0.2952 0.1 0.0 0.0
H 1.5632 -2.2072 -0.1952 0.0 0.0 0.0
H -0.3125 -0.3996 1.4088 0.0 0.0 0.0
H 0.9907 -1.3718 2.0253 0.0 -0.1 0.0
H -1.2355 -2.4536 2.4106 0.0 0.0 0.0
H -0.1340 -3.4565 1.4541 0.0 0.0 0.0
H -3.3055 -1.6511 1.3874 0.0 0.0 0.0
H -3.3770 -1.5739 -0.3959 0.0 0.0 0.0
H -2.1957 -0.5985 0.4863 0.0 0.0 0.0
```
Positions in Å, forces in eV/Å.

## Properties
Charge ... +1
Strongest force on any atom ... 0.02099 hartree/bohr
Lowest unoccupied orbital energy ... -3.4 eV

These are the Löwdin partial charges, in e, on atoms 1 to 8: number 1, O, carries 0.11; number 2, C, carries -0.38; number 3, C, carries 0.03; number 4, C, carries 0.04; number 5, C, carries -0.33; number 6, O, carries 0.13; number 7, C, carries -0.17; number 8, C, carries -0.15

=====

C18H20N2O5S | the ωB97M-V functional and the def2-TZVPD basis

Geometry as XYZ:
```
46
Properties=species:S:1:pos:R:3:forces:R:3
C 0.2606 4.1504 0.8466 -0.2 0.0 0.2
O 1.1927 4.0869 -0.2088 0.3 -0.1 -0.2
C 1.8491 2.9223 -0.4372 0.2 -0.1 -0.2
C 2.7200 2.9101 -1.5274 -0.2 0.1 0.1
C 3.4068 1.7555 -1.8316 0.0 0.0 0.1
C 3.2573 0.6084 -1.0686 0.0 0.1 0.0
C 2.3960 0.6132 0.0225 0.4 0.5 -0.6
N 2.2573 -0.5388 0.8150 0.0 -1.0 -0.1
C 1.3679 -0.5231 1.9519 -0.3 -0.1 0.5
C -0.1087 -0.3061 1.5852 0.4 -0.1 -0.1
O -0.8478 0.3381 2.2999 -0.1 0.1 0.2
N -0.4496 -0.9038 0.4218 0.1 -0.2 -0.2
C -1.6852 -0.9063 -0.2375 -0.3 0.0 -0.1
C -1.7385 -1.5182 -1.4895 0.0 0.1 0.2
C -2.9292 -1.5520 -2.1908 0.0 0.0 0.1
C -4.0672 -0.9796 -1.6537 -0.1 0.1 0.1
C -4.0248 -0.3666 -0.4018 0.3 -0.4 -0.6
C -5.2839 0.2275 0.1249 -0.1 0.2 0.3
C -5.2351 0.8207 1.5099 -0.3 0.1 -0.1
O -6.3007 0.2293 -0.5328 0.0 0.0 0.0
C -2.8263 -0.3319 0.3069 -0.2 0.1 0.1
S 2.5529 -2.0526 0.1390 0.7 -0.2 0.1
C 4.3556 -2.2349 0.2152 -0.7 0.1 -0.1
O 2.0989 -2.0776 -1.2218 0.1 0.2 -0.1
O 1.9827 -3.0203 1.0280 0.1 0.0 0.3
C 1.6948 1.7772 0.3349 -0.2 0.1 0.2
H -0.1637 5.1520 0.8008 0.0 -0.1 0.0
H 0.7425 4.0071 1.8187 0.0 0.0 0.0
H -0.5380 3.4124 0.7255 0.0 0.0 0.0
H 2.8284 3.8061 -2.1156 0.0 0.1 -0.1
H 4.0737 1.7390 -2.6799 0.1 0.0 -0.1
H 3.7816 -0.2864 -1.3496 0.1 0.0 -0.1
H 1.6757 0.2415 2.6703 -0.1 0.0 -0.1
H 1.4498 -1.5034 2.4275 -0.1 0.2 0.1
H 0.2741 -1.4144 -0.0699 -0.3 0.2 0.1
H -0.8416 -1.9598 -1.9002 0.1 -0.1 -0.1
H -2.9671 -2.0266 -3.1596 0.0 0.0 -0.1
H -5.0057 -0.9956 -2.1865 -0.1 0.0 0.0
H -4.9255 0.0670 2.2300 0.1 0.0 0.1
H -6.2214 1.1928 1.7754 0.0 0.0 0.0
H -4.5207 1.6402 1.5410 0.1 0.1 0.1
H -2.7610 0.1341 1.2745 0.0 0.0 0.0
H 4.7205 -2.5083 -0.7668 0.0 0.0 -0.2
H 4.7876 -1.3000 0.5466 0.1 0.1 0.0
H 4.5542 -3.0234 0.9297 0.0 -0.1 0.1
H 1.0212 1.7936 1.1722 -0.1 0.0 0.1
```
Positions in Å, forces in eV/Å.

## Properties
SMILES string ... COc1cccc(N(CC(=O)Nc2cccc(C(C)=O)c2)S(C)(=O)=O)c1
Energy relative to the best compared isomer or geometry (same formula, charge and spin) ... 88.12 kJ/mol
Strongest force on any atom ... 0.01921 hartree/bohr
Lowest unoccupied orbital energy ... 0.4 eV

These are the Löwdin partial charges, in e, on atoms 1 to 8: number 1, C, carries -0.07; number 2, O, carries -0.07; number 3, C, carries -0.26; number 4, C, carries -0.01; number 5, C, carries -0.06; number 6, C, carries -0.05; number 7, C, carries -0.23; number 8, N, carries -0.18

=====

C28H48FNO6P2PdSi | the ωB97M-V functional and the def2-TZVPD basis

Geometry as XYZ:
```
88
Properties=species:S:1:pos:R:3:forces:R:3
Pd 0.6794 0.0971 1.9039 0.4 0.0 0.5
C -4.1810 -2.9134 -2.0698 0.4 0.2 0.1
C -3.2368 -1.7226 -2.2085 -0.4 -0.2 -0.7
C -3.9587 -0.5131 -2.7824 0.3 -0.2 0.2
O -2.7107 -1.4078 -0.9119 0.5 0.2 0.3
P -1.1603 -1.3806 -0.5421 0.0 -0.9 -1.2
O -1.0158 -1.5285 0.9066 0.2 0.1 0.4
C -0.3221 0.0570 -1.2844 -0.7 0.2 1.0
P -0.9655 1.5847 -0.5247 -0.2 1.0 -1.6
O -0.8642 1.7185 0.9284 0.3 -0.4 0.8
O -2.4845 1.6374 -1.0325 0.9 -0.3 0.0
C -3.4029 2.3558 -0.1775 -0.7 0.5 0.4
C -4.3752 3.1061 -1.0732 0.4 -0.1 0.1
C -4.0904 1.3790 0.7612 0.4 0.1 -0.2
O -0.2252 2.8348 -1.1770 -0.3 -0.7 0.6
C 0.0732 3.1663 -2.5349 0.2 0.2 -0.7
C -1.1096 2.9482 -3.4672 0.1 0.2 0.3
C 1.3227 2.4360 -3.0123 -0.2 0.2 0.3
O -0.4599 -2.5124 -1.4478 -0.2 0.9 0.2
C -0.6136 -3.9151 -1.1710 0.0 -0.7 0.0
C 0.6761 -4.4601 -0.5789 -0.3 0.3 -0.1
C -0.9277 -4.6190 -2.4854 0.0 0.3 0.3
H -4.5258 -3.2279 -3.0516 -0.1 0.0 -0.1
H -5.0394 -2.6391 -1.4629 -0.1 0.0 0.1
H -3.6744 -3.7486 -1.5945 0.0 -0.1 0.1
H -2.4003 -1.9936 -2.8630 -0.1 0.0 0.0
H -4.8485 -0.3044 -2.1945 -0.1 0.1 0.1
H -4.2479 -0.7075 -3.8117 -0.1 -0.1 -0.1
H -3.3100 0.3557 -2.7495 0.0 0.1 -0.1
H -0.4367 0.0577 -2.3644 -0.1 0.0 -0.1
H 0.7350 -0.0221 -1.0008 0.0 0.0 -0.1
H -2.8246 3.0729 0.4165 -0.1 -0.1 -0.1
H -4.9374 2.4082 -1.6857 -0.1 -0.1 -0.1
H -3.8320 3.7802 -1.7291 0.0 0.1 -0.1
H -5.0644 3.6904 -0.4706 -0.1 0.0 0.1
H -4.7095 0.6837 0.2015 -0.1 -0.1 -0.1
H -4.7043 1.9189 1.4777 -0.1 0.0 0.0
H -3.3331 0.8142 1.2976 0.0 -0.1 0.2
H 0.2918 4.2398 -2.4800 0.0 -0.2 0.0
H -1.3572 1.8933 -3.5438 0.0 -0.2 -0.1
H -0.8647 3.3223 -4.4574 0.0 0.0 -0.1
H -1.9850 3.4741 -3.0989 -0.1 0.1 0.0
H 1.1041 1.4036 -3.2686 0.0 -0.2 -0.1
H 2.0725 2.4530 -2.2261 0.2 0.0 0.1
H 1.7238 2.9293 -3.8940 0.0 0.0 -0.1
H -1.4359 -4.0352 -0.4554 0.1 -0.1 -0.1
H 1.4795 -4.3411 -1.3038 0.1 0.0 0.0
H 0.5599 -5.5193 -0.3641 0.0 -0.1 0.1
H 0.9312 -3.9267 0.3293 0.1 0.0 0.1
H -0.1065 -4.4571 -3.1780 0.1 0.0 -0.1
H -1.8391 -4.2355 -2.9289 -0.2 0.0 -0.1
H -1.0408 -5.6847 -2.3153 0.0 -0.2 0.0
F 0.1915 0.4010 8.0681 0.0 0.0 -0.3
C 0.1697 0.3298 6.7104 0.0 0.0 0.0
C 0.0701 -0.9091 6.1058 0.0 0.1 0.3
C 0.0613 -0.9762 4.7204 0.0 0.0 -0.3
C 0.1715 0.1749 3.9377 0.4 0.2 -0.2
C 0.2517 1.4095 4.5898 -0.1 -0.2 -0.2
C 0.2426 1.4981 5.9759 0.0 -0.1 0.1
H 0.0075 -1.7973 6.7189 0.0 0.0 0.0
H -0.0440 -1.9501 4.2506 0.1 0.1 0.0
H 0.3148 2.3258 4.0121 0.0 0.0 0.0
H 0.2955 2.4495 6.4850 0.0 0.1 0.0
C 2.2465 -2.3780 2.1390 0.3 0.6 -0.4
Si 3.3548 -1.2826 1.0283 0.5 -1.1 -0.1
C 5.1138 -1.2512 1.8007 -0.8 0.2 -0.4
C 3.5055 -2.1240 -0.6972 0.0 0.4 0.8
N 2.5299 0.2134 0.8781 -1.3 -0.8 0.8
C 3.0305 1.4407 0.5916 0.1 0.9 -0.2
C 2.3023 2.5983 0.9277 0.0 -0.2 0.1
C 2.7647 3.8478 0.5725 0.0 0.1 0.0
C 3.9725 3.9990 -0.0941 0.1 0.1 -0.1
C 4.7116 2.8691 -0.4093 0.1 0.1 -0.1
C 4.2498 1.6131 -0.0822 -0.2 -0.2 0.1
H 2.5100 -3.4284 2.0529 0.0 -0.2 -0.1
H 1.1878 -2.2542 1.8731 0.0 -0.2 0.0
H 2.3596 -2.0882 3.1814 0.0 0.0 0.1
H 5.5131 -2.2568 1.8968 0.0 -0.2 0.0
H 5.0987 -0.8063 2.7901 -0.1 0.1 0.2
H 5.8182 -0.6795 1.2039 0.1 0.1 -0.1
H 3.8930 -3.1347 -0.6070 0.1 -0.2 0.0
H 4.1812 -1.5658 -1.3382 0.2 0.1 -0.1
H 2.5420 -2.1733 -1.1970 -0.2 0.0 0.0
H 1.3688 2.4863 1.4847 0.3 0.1 -0.2
H 2.1726 4.7196 0.8173 0.0 0.1 0.1
H 4.3376 4.9815 -0.3587 0.0 0.0 0.0
H 5.6576 2.9605 -0.9264 0.1 0.1 0.0
H 4.8159 0.7331 -0.3470 0.1 -0.1 -0.1
```
Positions in Å, forces in eV/Å.

## Properties
Energy relative to the best compared isomer or geometry (same formula, charge and spin) ... 26.33 kJ/mol
Strongest force on any atom ... 0.03732 hartree/bohr
2S+1 ... 3
Lowest unoccupied orbital energy (alpha / beta) ... 0.4 / -0.7 eV

These are the Löwdin partial charges, in e, on atoms 1 to 8: number 1, Pd, carries 0.89; number 2, C, carries -0.03; number 3, C, carries -0.44; number 4, C, carries -0.03; number 5, O, carries -0.17; number 6, P, carries 0.49; number 7, O, carries -0.28; number 8, C, carries -0.20

=====

> The highest strongest force on any atom belongs to which entry?

C28H48FNO6P2PdSi

=====

> What is the strongest force on any atom in the first record?

0.02099 hartree/bohr

=====

Repeat the second record exactly.
C18H20N2O5S | the ωB97M-V functional and the def2-TZVPD basis

Geometry as XYZ:
```
46
Properties=species:S:1:pos:R:3:forces:R:3
C 0.2606 4.1504 0.8466 -0.2 0.0 0.2
O 1.1927 4.0869 -0.2088 0.3 -0.1 -0.2
C 1.8491 2.9223 -0.4372 0.2 -0.1 -0.2
C 2.7200 2.9101 -1.5274 -0.2 0.1 0.1
C 3.4068 1.7555 -1.8316 0.0 0.0 0.1
C 3.2573 0.6084 -1.0686 0.0 0.1 0.0
C 2.3960 0.6132 0.0225 0.4 0.5 -0.6
N 2.2573 -0.5388 0.8150 0.0 -1.0 -0.1
C 1.3679 -0.5231 1.9519 -0.3 -0.1 0.5
C -0.1087 -0.3061 1.5852 0.4 -0.1 -0.1
O -0.8478 0.3381 2.2999 -0.1 0.1 0.2
N -0.4496 -0.9038 0.4218 0.1 -0.2 -0.2
C -1.6852 -0.9063 -0.2375 -0.3 0.0 -0.1
C -1.7385 -1.5182 -1.4895 0.0 0.1 0.2
C -2.9292 -1.5520 -2.1908 0.0 0.0 0.1
C -4.0672 -0.9796 -1.6537 -0.1 0.1 0.1
C -4.0248 -0.3666 -0.4018 0.3 -0.4 -0.6
C -5.2839 0.2275 0.1249 -0.1 0.2 0.3
C -5.2351 0.8207 1.5099 -0.3 0.1 -0.1
O -6.3007 0.2293 -0.5328 0.0 0.0 0.0
C -2.8263 -0.3319 0.3069 -0.2 0.1 0.1
S 2.5529 -2.0526 0.1390 0.7 -0.2 0.1
C 4.3556 -2.2349 0.2152 -0.7 0.1 -0.1
O 2.0989 -2.0776 -1.2218 0.1 0.2 -0.1
O 1.9827 -3.0203 1.0280 0.1 0.0 0.3
C 1.6948 1.7772 0.3349 -0.2 0.1 0.2
H -0.1637 5.1520 0.8008 0.0 -0.1 0.0
H 0.7425 4.0071 1.8187 0.0 0.0 0.0
H -0.5380 3.4124 0.7255 0.0 0.0 0.0
H 2.8284 3.8061 -2.1156 0.0 0.1 -0.1
H 4.0737 1.7390 -2.6799 0.1 0.0 -0.1
H 3.7816 -0.2864 -1.3496 0.1 0.0 -0.1
H 1.6757 0.2415 2.6703 -0.1 0.0 -0.1
H 1.4498 -1.5034 2.4275 -0.1 0.2 0.1
H 0.2741 -1.4144 -0.0699 -0.3 0.2 0.1
H -0.8416 -1.9598 -1.9002 0.1 -0.1 -0.1
H -2.9671 -2.0266 -3.1596 0.0 0.0 -0.1
H -5.0057 -0.9956 -2.1865 -0.1 0.0 0.0
H -4.9255 0.0670 2.2300 0.1 0.0 0.1
H -6.2214 1.1928 1.7754 0.0 0.0 0.0
H -4.5207 1.6402 1.5410 0.1 0.1 0.1
H -2.7610 0.1341 1.2745 0.0 0.0 0.0
H 4.7205 -2.5083 -0.7668 0.0 0.0 -0.2
H 4.7876 -1.3000 0.5466 0.1 0.1 0.0
H 4.5542 -3.0234 0.9297 0.0 -0.1 0.1
H 1.0212 1.7936 1.1722 -0.1 0.0 0.1
```
Positions in Å, forces in eV/Å.

## Properties
SMILES string ... COc1cccc(N(CC(=O)Nc2cccc(C(C)=O)c2)S(C)(=O)=O)c1
Energy relative to the best compared isomer or geometry (same formula, charge and spin) ... 88.12 kJ/mol
Strongest force on any atom ... 0.01921 hartree/bohr
Lowest unoccupied orbital energy ... 0.4 eV

These are the Löwdin partial charges, in e, on atoms 1 to 8: number 1, C, carries -0.07; number 2, O, carries -0.07; number 3, C, carries -0.26; number 4, C, carries -0.01; number 5, C, carries -0.06; number 6, C, carries -0.05; number 7, C, carries -0.23; number 8, N, carries -0.18

=====

> Among the records above, which one has the highest strongest force on any atom?

C28H48FNO6P2PdSi